1.
Molecular formula: C25H17Cl4CoN4O2S
Method: DFT, ωB97M-V/def2-TZVPD

Values from the calculation:
E_tot = -4954.18928 Eh
2S+1 = 5
ΔE to the lowest compared entry with this formula, charge and spin = 0.0000 eV
<S²> = 6.0308
Kohn-Sham gap (spin up / spin down) = 6.80 / 4.81 eV

Structure (XYZ):
```
54
Properties=species:S:1:pos:R:3:mulliken_spin:R:1
Co -0.1124 0.2707 -0.0264 2.69
Cl 6.6053 1.6014 0.8559 0.01
C 5.1210 0.9819 0.2472 0.06
C 3.9766 1.1602 0.9746 -0.01
C 2.7474 0.6835 0.4781 0.19
N 1.5571 0.8081 1.0877 0.20
C 1.3850 1.1457 2.3961 -0.04
O 2.2365 1.2799 3.2591 0.10
C -0.0740 1.3186 2.7251 0.00
C -0.4354 2.0729 3.8307 0.00
C -1.7779 2.2754 4.0908 0.00
C -2.7111 1.6985 3.2413 0.00
C -2.2652 0.9461 2.1721 0.01
N -0.9720 0.7470 1.9101 0.03
C 2.7061 0.0164 -0.8092 0.24
C 3.9086 -0.1802 -1.5097 -0.04
C 5.0878 0.2952 -0.9952 0.10
Cl 6.5401 0.0467 -1.8805 0.02
N 1.4718 -0.3515 -1.2187 0.15
C 1.2267 -1.2159 -2.2401 -0.03
O 2.0321 -1.8248 -2.9269 0.08
C -0.2529 -1.4067 -2.4654 0.00
C -0.6790 -2.1790 -3.5353 0.00
C -2.0368 -2.3484 -3.7391 0.00
C -2.9199 -1.7358 -2.8631 0.01
C -2.4089 -0.9837 -1.8204 0.00
N -1.1052 -0.8221 -1.6144 0.03
H 4.0059 1.6570 1.9301 0.00
H 0.3523 2.4853 4.4449 0.00
H -2.0942 2.8783 4.9314 0.00
H -3.7721 1.8330 3.3973 0.00
H -2.9665 0.4781 1.4951 0.00
H 3.8975 -0.7100 -2.4470 0.00
H 0.0694 -2.6239 -4.1748 0.00
H -2.4045 -2.9394 -4.5673 0.00
H -3.9900 -1.8295 -2.9839 0.00
H -3.0707 -0.4855 -1.1225 0.00
Cl 0.2094 -2.1865 1.0494 0.02
C -1.1195 -2.5636 2.1603 0.00
Cl -2.6397 -2.8052 1.2881 0.00
H -1.2385 -1.7302 2.8405 0.00
H -0.8781 -3.4842 2.6762 0.00
S -0.8128 2.4533 -0.5290 0.15
C -1.2873 2.8673 -2.1731 -0.01
C -0.4883 3.7326 -2.9241 0.01
C -0.8846 4.1329 -4.1906 -0.01
C -2.0761 3.6713 -4.7326 0.01
C -2.8659 2.7980 -3.9992 -0.01
C -2.4770 2.3956 -2.7301 0.02
H 0.4398 4.0880 -2.4963 0.00
H -0.2599 4.8095 -4.7614 0.00
H -2.3891 3.9920 -5.7181 0.00
H -3.7967 2.4343 -4.4190 0.00
H -3.1039 1.7279 -2.1533 0.00
```


2.
Molecular formula: C25H17FIN4O5Pt
Method: DFT, ωB97M-V/def2-TZVPD

Values from the calculation:
E_tot = -2075.06777 Eh
Kohn-Sham gap (spin up / spin down) = 6.41 / 6.38 eV
Total charge = -1

Structure (XYZ):
```
54
Properties=species:S:1:pos:R:3:mulliken_charge:R:1
Pt -1.1443 -0.0257 -0.1138 0.95
O -2.5395 0.8141 1.3691 -0.97
C -2.9895 2.0035 1.3700 0.21
C -4.3679 2.2603 1.6151 -0.45
C -4.8578 3.5382 1.7126 -0.34
C -4.0109 4.6395 1.6080 -0.66
C -2.6692 4.4321 1.3617 -0.79
C -2.1541 3.1516 1.1927 0.24
C -0.8000 2.9918 0.7055 0.46
N -0.4379 2.1879 -0.2827 -0.54
C 0.8624 2.4800 -0.5671 -0.33
C 1.3089 3.4638 0.2585 -0.54
N 0.2432 3.7928 1.0549 -0.02
H -5.0251 1.4085 1.7170 0.47
H -5.9166 3.6971 1.8729 0.37
H -4.3961 5.6448 1.6970 0.36
H -2.0051 5.2812 1.2595 0.33
H 1.3834 1.9710 -1.3510 0.45
H 2.2633 3.9432 0.3471 0.42
H 0.2693 4.4208 1.8393 0.27
I -3.8451 -0.8034 -0.9294 0.05
C -2.9373 -2.7431 -0.9423 -0.10
C -3.7343 -3.8419 -0.7916 -0.53
C -3.1839 -5.1201 -0.9661 -0.55
C -1.8905 -5.2482 -1.3879 -0.88
C -1.0723 -4.1163 -1.5861 0.90
C 0.2252 -4.2235 -2.1221 -0.85
C 0.9847 -3.1010 -2.3006 -0.69
C 0.5362 -1.8530 -1.8488 -0.52
C -0.7047 -1.6865 -1.2688 -0.24
C -1.5666 -2.8189 -1.2540 1.10
H -4.7791 -3.7308 -0.5419 0.37
H -3.8001 -5.9922 -0.7968 0.37
H -1.4807 -6.2284 -1.5938 0.35
H 0.6052 -5.2029 -2.3800 0.32
H 1.9636 -3.1678 -2.7513 0.46
H 1.2089 -1.0123 -1.9338 0.48
F 4.4413 -1.8086 -2.1543 -0.38
C 4.4031 -0.8654 -1.1863 0.31
C 3.7474 -1.1152 -0.0282 0.06
N 3.7218 -0.2210 0.9969 0.04
C 2.7600 -0.4464 2.0463 -1.18
C 1.3116 -0.3866 1.4033 0.82
O 0.3480 -0.6764 2.1013 -0.75
O 1.3205 -0.0681 0.2023 -0.60
C 4.2618 1.0385 0.8548 0.42
O 4.2316 1.8825 1.7238 -0.65
N 4.9033 1.2577 -0.3424 -0.05
C 5.0461 0.4018 -1.4364 0.34
O 5.6593 0.7612 -2.4196 -0.67
H 3.2361 -2.0519 0.1392 0.41
H 2.8780 0.3317 2.8013 0.39
H 2.9044 -1.4313 2.4914 0.32
H 5.2799 2.1911 -0.4644 0.23
```


3.
Molecular formula: C25H18AlBrNO9
Method: DFT, ωB97M-V/def2-TZVPD

Values from the calculation:
E_tot = -4511.86677 Eh
Kohn-Sham gap = 5.63 eV
Total charge = -1

Structure (XYZ):
```
55
Properties=species:S:1:pos:R:3:mulliken_charge:R:1
N -0.1780 -6.7707 -8.9208 -0.59
C 0.5272 -6.0177 -8.3853 0.65
O 1.3069 -5.1940 -7.8299 -0.54
Al 0.6569 -4.0658 -6.5131 0.21
Br -0.9507 -2.6957 -7.5952 -0.47
H 1.9109 -3.2455 -6.0156 -0.13
H -0.0930 -4.9888 -5.4520 -0.22
C -1.2863 -0.7525 -1.4906 -0.29
C -0.8268 -1.0873 -2.6927 -0.43
C 0.5650 -1.5832 -2.8774 0.12
O 0.9808 -1.8441 -3.9809 -0.32
C 1.4243 -1.7036 -1.6675 -0.34
C 0.9595 -1.3502 -0.4711 -0.54
C -0.4251 -0.8588 -0.2904 0.58
O -0.8411 -0.5487 0.8123 -0.55
H -2.2905 -0.3792 -1.3307 0.38
H -1.4229 -1.0151 -3.5942 0.48
H 2.4333 -2.0582 -1.8197 0.50
H 1.5607 -1.4089 0.4276 0.44
C -3.4280 0.7937 3.2854 -0.13
C -3.2413 0.8847 1.9704 -0.15
C -3.6556 2.1000 1.2237 0.47
O -3.4953 2.1895 0.0258 -0.54
C -4.2806 3.2086 1.9941 -0.43
C -4.4653 3.1106 3.3066 -0.51
C -4.0521 1.8943 4.0530 0.40
O -4.2306 1.8194 5.2544 -0.59
H -3.1336 -0.0819 3.8509 0.46
H -2.7797 0.1001 1.3850 0.24
H -4.5714 4.0820 1.4242 0.40
H -4.9195 3.8977 3.8952 0.41
C -2.2333 1.6267 8.1683 -0.33
C -1.6544 1.2227 7.0412 -0.13
C -0.2512 0.7384 7.0270 0.37
O 0.2802 0.3706 6.0022 -0.53
C 0.4831 0.7209 8.3205 -0.41
C -0.0969 1.1257 9.4461 -0.39
C -1.5027 1.6107 9.4594 0.36
O -2.0257 1.9772 10.4903 -0.55
H -3.2557 1.9820 8.1953 0.47
H -2.1784 1.2275 6.0974 0.32
H 1.5041 0.3626 8.2831 0.41
H 0.4134 1.1244 10.4010 0.40
C 3.3563 -0.2138 -5.2357 0.02
C 3.5144 0.7176 -6.1737 -0.52
C 4.5473 1.7730 -6.0478 0.37
O 4.6973 2.6280 -6.8955 -0.56
C 5.4108 1.7513 -4.8354 -0.39
C 5.2589 0.8236 -3.8959 -0.40
C 4.2153 -0.2265 -4.0223 0.36
O 4.0707 -1.0768 -3.1700 -0.50
H 2.6187 -1.0056 -5.3032 0.41
H 2.9061 0.7482 -7.0687 0.46
H 6.1595 2.5311 -4.7729 0.39
H 5.8722 0.7845 -3.0043 0.41
```